No. 1
C3H11N2O | wB97M-V/def2-TZVPD

The geometry in XYZ format:
```
17
Properties=species:S:1:pos:R:3
C 1.834 -0.417 0.202
C 0.306 -0.532 0.181
N -0.251 -0.473 1.556
C -1.461 -0.036 1.753
N -2.196 -0.182 2.828
H 2.351 -1.080 -0.490
H 1.988 0.621 -0.054
H 2.292 -0.608 1.171
H -0.158 0.256 -0.414
H -0.057 -1.382 -0.383
H 0.107 -1.256 2.086
H -1.904 0.528 0.956
H -1.921 -0.707 3.637
H -3.089 0.276 2.782
H 0.231 2.310 -5.272
H 1.317 1.206 -5.563
O 0.610 1.478 -4.976
```

Calculated values
Highest occupied orbital energy, Ha: -0.500
Frontier orbital gap, eV: 9.9
Energy above the lowest of the compared OMol25 structures with the same formula, charge and spin, eV: 1.149
Total charge: +1

No. 2
C2H40O19Pd | wB97M-V/def2-TZVPD

The geometry in XYZ format:
```
62
Properties=species:S:1:pos:R:3
Pd 0.157 -0.169 0.132
C 1.600 1.890 -2.051
O 0.493 1.579 -1.209
H 2.417 1.174 -1.954
H 1.301 1.786 -3.093
H 2.144 2.812 -1.844
C -0.044 0.652 3.533
O -0.528 0.638 2.243
H 0.948 1.077 3.687
H -0.624 1.378 4.103
H 0.032 -0.251 4.139
O -4.042 0.838 0.205
H -3.747 1.448 0.880
H -4.989 0.778 0.333
O -1.530 -0.018 -3.664
H -1.270 -0.259 -4.553
H -1.379 0.926 -3.618
O 4.171 -3.054 1.284
H 4.526 -3.875 1.625
H 3.914 -3.258 0.385
O -2.675 2.774 2.410
H -2.130 2.024 2.176
H -2.519 2.902 3.346
O -1.718 2.742 -2.969
H -2.528 2.962 -2.508
H -1.160 2.348 -2.299
O 4.414 -0.638 2.352
H 4.250 -0.729 3.291
H 4.224 -1.504 1.991
O 0.179 -2.376 1.059
H 0.246 -3.230 0.633
H -0.084 -2.575 1.957
O 4.204 -0.751 -1.308
H 4.304 -0.963 -2.236
H 4.385 0.188 -1.255
O -4.815 -0.979 -1.868
H -4.475 -0.552 -1.081
H -4.322 -1.798 -1.928
O 0.283 3.538 1.864
H 0.536 3.541 0.941
H 0.242 2.610 2.098
O 2.191 -0.086 0.840
H 2.853 -0.368 0.208
H 2.606 -0.209 1.694
O 1.488 -2.778 3.908
H 2.107 -2.221 4.380
H 2.021 -3.227 3.252
O -0.223 4.799 -1.083
H -0.465 5.216 -1.910
H 0.036 3.911 -1.329
O 0.971 -1.546 -1.557
H 1.442 -2.362 -1.726
H 1.256 -0.955 -2.254
O -4.020 -2.178 0.518
H -3.182 -1.902 0.889
H -4.641 -2.098 1.243
O -0.506 -3.179 -3.938
H -0.886 -2.925 -3.098
H -1.086 -2.790 -4.592
O -1.815 -0.374 -0.683
H -2.585 0.097 -0.365
H -1.954 -0.450 -1.627
```

Calculated values
Spin multiplicity: 3
Highest occupied orbital energy (spin up / spin down), Ha: -0.295 / -0.291
Frontier orbital gap (spin up / spin down), eV: 7.2 / 7.1
Expectation value of S²: 2.00

No. 3
C16H17N3O6 | wB97M-V/def2-TZVPD

The geometry in XYZ format:
```
42
Properties=species:S:1:pos:R:3
C -0.780 4.428 4.208
O 0.543 3.978 4.369
C 1.023 3.041 3.509
C 2.340 2.627 3.728
C 2.915 1.686 2.907
C 2.215 1.124 1.840
O 2.833 0.250 0.987
C 3.390 -0.929 1.547
C 0.885 1.519 1.613
C 0.026 0.951 0.595
C 0.384 0.080 -0.360
C -0.534 -0.563 -1.287
C -0.508 -1.931 -1.453
N 0.363 -2.741 -0.659
O 0.602 -2.366 0.478
O 0.821 -3.742 -1.155
C -1.400 -2.624 -2.373
O -1.480 -3.817 -2.525
N -2.246 -1.751 -3.069
C -3.190 -2.326 -4.014
C -2.270 -0.389 -2.960
O -3.013 0.303 -3.615
N -1.380 0.182 -2.044
C -1.361 1.632 -2.032
C 0.315 2.481 2.460
H -1.500 3.611 4.323
H -0.940 5.159 4.999
H -0.926 4.911 3.236
H 2.890 3.065 4.545
H 3.940 1.392 3.077
H 2.597 -1.666 1.709
H 3.908 -0.738 2.488
H 4.097 -1.310 0.812
H -1.017 1.227 0.690
H 1.410 -0.252 -0.406
H -4.206 -2.053 -3.731
H -2.989 -1.943 -5.014
H -3.063 -3.406 -3.987
H -2.095 2.023 -1.327
H -1.635 1.977 -3.029
H -0.369 1.989 -1.767
H -0.706 2.775 2.272
```

Calculated values
Highest occupied orbital energy, Ha: -0.308
Frontier orbital gap, eV: 7.8
SMILES string: COc1ccc(OC)c(/C=C/c2c([N+](=O)[O-])c(=O)n(C)c(=O)n2C)c1
Energy above the lowest of the compared OMol25 structures with the same formula, charge and spin, eV: 0.953

No. 4
C24H41KNO6P3S4 | wB97M-V/def2-TZVPD

The geometry in XYZ format:
```
80
Properties=species:S:1:pos:R:3
K -0.925 -1.384 -1.745
O -2.249 -0.832 -3.876
S -1.314 0.289 -4.206
O -1.300 0.535 -5.653
O -1.722 1.484 -3.424
O 0.068 -0.125 -3.759
C -0.144 -2.607 -5.962
P 0.246 -3.194 -4.284
C 0.425 -5.013 -4.590
C 2.035 -2.740 -4.194
C 2.769 -3.354 -2.995
P 1.843 -3.246 -1.394
C 2.120 -1.476 -0.978
C 3.077 -4.008 -0.270
H 0.568 -2.977 -6.708
H -0.172 -1.514 -5.941
H -1.152 -2.942 -6.218
H 1.142 -5.241 -5.389
H -0.549 -5.417 -4.876
H 0.741 -5.519 -3.675
H 2.040 -1.647 -4.139
H 2.534 -3.033 -5.125
H 3.752 -2.885 -2.869
H 2.950 -4.420 -3.171
H 3.195 -1.270 -0.981
H 1.729 -1.298 0.028
H 1.651 -0.784 -1.681
H 4.077 -3.576 -0.389
H 3.132 -5.080 -0.474
H 2.748 -3.870 0.762
N -1.008 0.831 -0.189
S -2.338 1.582 -0.566
C -3.122 2.102 0.984
C -4.117 1.270 1.476
C -4.668 1.510 2.726
C -4.220 2.581 3.487
C -3.223 3.413 2.995
C -2.672 3.174 1.744
C -1.974 3.212 -1.224
C -0.718 3.425 -1.761
C -0.429 4.657 -2.327
C -1.396 5.651 -2.374
C -2.666 5.412 -1.866
C -2.960 4.184 -1.291
H -0.470 1.404 0.463
H -4.443 0.425 0.880
H -5.437 0.851 3.108
H -4.641 2.764 4.468
H -2.864 4.242 3.592
H -1.886 3.812 1.359
H -0.014 2.603 -1.784
H 0.546 4.825 -2.766
H -1.171 6.608 -2.831
H -3.431 6.177 -1.924
H -3.952 3.985 -0.901
C -1.253 -0.137 3.353
C -0.945 -0.288 4.832
C -0.524 1.036 5.455
O 0.011 -1.300 5.170
P 1.313 -1.773 4.325
S 2.519 -2.650 5.614
S 0.785 -2.740 2.679
O 1.850 -0.273 3.960
C 3.077 0.100 3.332
C 3.822 -1.027 2.635
C 2.736 1.220 2.364
H -2.068 0.585 3.251
H -1.551 -1.081 2.903
H -0.389 0.232 2.799
H -1.858 -0.628 5.332
H 0.375 1.410 4.965
H -0.312 0.903 6.517
H -1.324 1.773 5.340
H 3.711 0.489 4.136
H 3.249 -1.409 1.791
H 4.017 -1.849 3.322
H 4.774 -0.635 2.267
H 2.086 0.837 1.575
H 3.641 1.621 1.902
H 2.215 2.029 2.881
```

Calculated values
Highest occupied orbital energy, Ha: -0.091
Frontier orbital gap, eV: 6.4
Energy above the lowest of the compared OMol25 structures with the same formula, charge and spin, eV: 0.979
Total charge: -2